ORCA calculation (the ωB97M-V functional and the def2-TZVPD basis) on a 15-piece molecular cluster, C5H39NO15 overall in a non-equilibrium geometry.

CARTESIAN COORDINATES (ANGSTROEM)
C  3.2215  2.1655  -0.0964
N  2.8611  1.9392  1.2938
C  1.5898  1.7313  1.7574
C  0.4272  1.6254  0.7833
C  0.1827  0.1489  0.4826
C  -0.8084  2.2412  1.4328
O  1.4895  1.6366  2.9771
H  2.8179  1.3926  -0.7623
H  4.3010  2.1990  -0.2465
H  2.8355  3.1247  -0.4782
H  3.5800  2.1285  1.9767
H  0.6774  2.1172  -0.1746
H  0.0270  -0.4167  1.4034
H  -0.7110  0.0902  -0.1626
H  1.0103  -0.3527  -0.0426
H  -1.6757  2.1735  0.7781
H  -0.6363  3.2903  1.7004
H  -1.0795  1.7445  2.3604
H  0.2456  -0.2850  4.9865
H  0.5573  0.4249  3.6968
O  0.0910  -0.3892  4.0387
H  -0.3365  -3.5083  0.5746
H  -1.3758  -2.8654  1.5617
O  -0.5986  -3.4288  1.5130
H  -2.6042  -1.9358  -0.7462
H  -2.9167  -2.7653  -2.0918
O  -2.3231  -2.1090  -1.7058
H  3.1655  -0.4576  1.0045
H  2.5558  -1.8064  1.5386
O  3.1410  -1.4030  0.8036
H  0.4403  -0.3152  -3.6219
H  1.6391  -0.6138  -2.7026
O  1.3342  0.0145  -3.4019
H  -2.9012  -1.1755  1.5247
H  -3.5335  -0.5993  0.2029
O  -3.2900  -1.4247  0.6555
H  -1.8122  4.0406  -2.2082
H  -0.9029  2.9175  -2.7286
O  -1.8474  3.2033  -2.6842
H  2.7572  -2.5020  -1.9933
H  2.4869  -1.6742  -0.6930
O  2.0954  -1.9275  -1.5924
H  1.0985  -1.6338  3.2880
H  0.8194  -2.7825  2.2774
O  1.5424  -2.3002  2.7291
H  -2.7546  -1.5526  3.7855
H  -1.5404  -0.5857  3.4402
O  -2.4461  -0.8693  3.1869
H  -1.6173  -1.1676  -2.9979
H  -1.7875  0.2078  -3.7485
O  -1.3091  -0.6285  -3.7602
H  -0.8507  -3.0453  -1.4310
H  0.7229  -2.9384  -1.2906
O  -0.0546  -3.5091  -1.1295
H  -3.1760  2.3452  -1.9902
H  -3.7823  0.9382  -1.9626
O  -3.9167  1.8304  -1.6216
H  0.9783  1.6404  -3.0881
H  1.0817  3.0452  -3.7094
O  0.8149  2.6121  -2.8915

* energy: -38024.6610 eV
* molecular weight: 353.36 g mol⁻¹
* energy above the lowest of the compared OMol25 structures with the same formula, charge and spin: 0.0 kcal/mol
* orbital gap: 10.69 eV

***

ORCA calculation (the ωB97M-V functional and the def2-TZVPD basis) on a 3-piece molecular cluster, C15H31O7 overall.

CARTESIAN COORDINATES (ANGSTROEM)
C  4.4243  2.6971  2.2787
C  3.3174  3.4749  1.5694
C  1.9825  3.3538  2.2817
C  0.9372  4.1777  1.5575
C  -0.4661  4.0397  2.1402
C  -1.2378  2.7750  1.7265
O  -0.4525  1.8545  0.9880
C  -0.5064  0.5409  1.4537
H  4.7346  3.2168  3.1839
H  4.0215  1.7315  2.5907
H  5.2924  2.5075  1.6401
H  3.2548  3.0923  0.5243
H  3.6041  4.5301  1.5019
H  1.6999  2.2929  2.1961
H  1.2120  5.2348  1.6543
H  0.8895  3.9842  0.4593
H  -1.0855  4.8944  1.8484
H  -0.3626  4.0691  3.2247
H  -1.6481  2.2795  2.6102
H  -2.0896  3.0557  1.0980
H  -1.5137  0.1121  1.4002
H  -0.1094  0.4386  2.4666
H  0.1392  -0.0502  0.8033
C  -3.6374  -6.2810  1.3098
C  -4.2483  -5.0098  1.8586
O  -3.4079  -3.8706  1.6374
C  -3.4399  -3.3695  0.4011
O  -4.1155  -3.7817  -0.5078
O  -2.5559  -2.3832  0.3341
C  -2.4249  -1.7800  -0.9579
H  -2.6432  -6.4355  1.7303
H  -4.2622  -7.1360  1.5701
H  -3.5498  -6.2356  0.2255
H  -4.3468  -5.0678  2.9409
H  -5.2332  -4.8216  1.4318
H  -3.3907  -1.4379  -1.3231
H  -1.9893  -2.4866  -1.6618
H  -1.7588  -0.9345  -0.8271
C  0.1561  1.5964  -3.1968
C  0.6110  0.6754  -2.0884
O  0.9451  -0.6427  -2.5797
C  2.1082  -0.7522  -3.2035
O  2.9000  0.1253  -3.4217
O  2.2384  -2.0230  -3.6137
C  3.4375  -2.2759  -4.3434
H  -0.6756  1.1518  -3.7476
H  -0.1721  2.5417  -2.7661
H  0.9650  1.7983  -3.8976
H  -0.1953  0.5074  -1.3805
H  1.4521  1.0924  -1.5370
H  4.3113  -1.9742  -3.7701
H  3.4255  -1.7444  -5.2942
H  3.4589  -3.3477  -4.5192

* energy: -30388.2877 eV
* molecular weight: 323.41 g mol⁻¹
* energy above the lowest of the compared OMol25 structures with the same formula, charge and spin: 0.1 kcal/mol
* orbital gap: 3.36 eV
* net charge: -1

***

ORCA calculation (the ωB97M-V functional and the def2-TZVPD basis) on a 11-piece molecular cluster, C60H67N2O18 overall in a non-equilibrium geometry.

CARTESIAN COORDINATES (ANGSTROEM)
C  -1.5444  -0.9717  -0.6532
C  -2.0177  -0.4731  0.7545
N  -1.0043  0.4486  1.3455
C  -0.9029  1.8055  1.3897
C  0.1494  2.1600  2.1209
N  0.6441  0.9388  2.6289
C  -0.0781  -0.0383  2.2266
C  1.6573  0.7366  3.5874
H  -2.4176  -1.5059  -1.0555
H  -0.6509  -1.6239  -0.6008
H  -1.2770  -0.1589  -1.2753
H  -2.0740  -1.3200  1.4471
H  -2.9914  -0.0272  0.7126
H  -1.6160  2.4382  0.9122
H  1.9122  0.9032  -0.0252
H  0.1315  -1.0373  2.6039
H  2.1269  1.7284  3.7117
H  4.3447  0.3271  2.0303
H  2.4742  0.0886  3.2641
O  4.9097  -3.0870  3.6928
C  4.2597  -1.9292  3.1749
C  5.4548  -1.3589  2.3232
O  5.3150  0.0405  1.8841
H  3.8525  -1.2902  4.0759
H  3.4334  -2.0632  2.3487
H  5.4960  -2.1257  1.5359
H  6.4517  -1.3576  2.8140
C  2.7294  5.3797  -3.3913
C  2.4077  6.1720  -4.5364
C  1.4707  5.6535  -5.4424
C  0.7614  4.4263  -5.1555
C  1.0566  3.6765  -4.0022
C  2.1080  4.1334  -3.2312
C  0.2187  2.4623  -3.7240
O  0.3613  1.8263  -2.7087
C  -0.6656  1.9227  -4.8197
C  -1.2878  0.6527  -4.6746
C  -2.2286  0.1569  -5.5549
C  -2.5814  0.9536  -6.6821
C  -1.9222  2.1867  -6.8150
C  -1.0060  2.7003  -5.8567
C  -0.3827  4.0355  -5.9947
O  -0.7170  4.7303  -6.9024
H  3.4889  5.7637  -2.7429
H  2.9008  7.1006  -4.7029
H  1.2632  6.0476  -6.4209
H  2.4950  3.4930  -2.4318
H  -0.8862  0.1009  -3.8348
H  -2.6322  -0.7974  -5.4073
H  -3.1848  0.5530  -7.4434
H  -2.1330  2.9036  -7.6525
C  2.1906  2.1578  -7.6300
C  3.1961  2.8533  -6.9309
C  3.6043  2.3094  -5.6881
C  3.0387  1.2028  -5.1428
C  2.0958  0.4502  -5.8942
C  1.6319  0.9492  -7.1184
C  1.4470  -0.7607  -5.3505
O  0.7342  -1.4541  -6.0601
C  1.7359  -1.1520  -3.9692
C  1.0781  -2.2321  -3.4075
C  1.2569  -2.5543  -2.0732
C  2.1918  -1.8433  -1.2915
C  2.8899  -0.8136  -1.8940
C  2.7467  -0.4731  -3.2746
C  3.5492  0.6363  -3.8894
O  4.4541  1.1402  -3.2915
H  1.7773  2.5507  -8.5578
H  3.7201  3.7721  -7.3036
H  4.4397  2.8648  -5.1987
H  0.8507  0.3589  -7.6030
H  0.3907  -2.8474  -3.9811
H  0.6729  -3.3369  -1.6366
H  2.2961  -1.9853  -0.2293
H  3.5844  -0.2358  -1.2861
O  3.7252  6.6574  -0.5144
C  3.7498  5.6551  0.1128
O  3.6128  4.4911  -0.5214
C  3.7002  3.2788  0.2793
C  3.9291  3.7575  1.7202
C  4.0055  5.3109  1.5578
H  4.5613  2.7487  -0.0353
H  2.7694  2.7348  0.1704
H  4.9291  3.4810  2.0967
H  3.0883  3.5030  2.3459
H  4.9501  5.6340  1.8894
H  3.2913  5.7832  2.2470
O  -4.2431  -1.8056  3.9933
C  -3.4043  -2.3316  4.6855
O  -3.4813  -3.5706  5.0475
C  -2.3682  -3.9416  5.8467
C  -1.9025  -2.6219  6.4395
C  -2.1716  -1.6850  5.2675
H  -1.7026  -4.5593  5.2336
H  -2.8331  -4.5240  6.6338
H  -0.9266  -2.7274  6.8481
H  -2.5107  -2.5298  7.3738
H  -1.3967  -1.9014  4.5863
H  -2.2713  -0.6101  5.4020
O  -4.2356  2.0153  8.6754
C  -3.8952  1.9549  7.5583
O  -3.0399  2.8135  6.9629
C  -2.9064  2.4991  5.5099
C  -4.1503  1.6247  5.2392
C  -4.2666  0.9097  6.5358
H  -2.0132  1.9137  5.3002
H  -2.9772  3.4092  4.9355
H  -4.0455  0.9255  4.4178
H  -5.0587  2.1798  5.0273
H  -3.4479  0.1948  6.5354
H  -5.2116  0.3572  6.7051
O  -7.5557  3.5407  0.9890
C  -7.3370  2.4640  1.4555
O  -7.6625  2.1276  2.7060
C  -7.5992  0.7313  2.8761
C  -7.3917  0.0330  1.5166
C  -6.7803  1.1954  0.7281
H  -8.5882  0.4562  3.3146
H  -6.8279  0.5179  3.6061
H  -8.2091  -0.2222  0.8877
H  -6.6196  -0.7096  1.4672
H  -6.8278  1.3508  -0.3449
H  -5.7667  1.2594  1.0676
O  -0.6179  -5.0198  -3.9429
C  -0.7727  -5.1501  -2.7511
O  -1.4949  -4.3577  -1.9638
C  -1.6321  -4.8666  -0.6530
C  -0.9101  -6.1777  -0.5607
C  -0.0673  -6.1657  -1.8662
H  -2.6928  -4.9070  -0.3406
H  -1.1409  -4.1930  0.0265
H  -1.5603  -7.0701  -0.6489
H  -0.2836  -6.1235  0.2744
H  0.0846  -7.0818  -2.4362
H  0.8806  -5.7255  -1.6050
O  0.1833  -3.6933  2.8856
C  1.2856  -4.1585  2.5322
O  1.4176  -4.2051  1.0960
C  2.7859  -4.6209  0.8495
C  3.3272  -5.3503  2.0942
C  2.4286  -4.7454  3.1669
H  3.4420  -3.7254  0.6624
H  3.0552  -5.2387  -0.0131
H  4.3769  -5.1704  2.1890
H  3.0914  -6.4817  2.1628
H  4.1716  -3.6999  4.1040
H  2.7097  -4.8792  4.2150

* energy: -103132.3116 eV
* molecular weight: 1104.19 g mol⁻¹
* orbital gap: 3.04 eV
* net charge: -1

***

ORCA calculation (the ωB97M-V functional and the def2-TZVPD basis) on a 2-piece molecular cluster, C3H7N5O overall in a non-equilibrium geometry.

CARTESIAN COORDINATES (ANGSTROEM)
C  0.0291  2.4978  -0.2045
C  0.4292  -1.0862  0.2406
C  0.1323  0.3207  -0.1948
N  0.1374  2.0354  -1.4613
N  0.2095  0.7919  -1.4728
N  -0.0013  1.4418  0.6125
N  1.5228  -1.6397  -0.2140
N  -0.4054  -1.6686  1.0583
O  -1.9581  -0.0505  -0.4728
H  -0.0561  3.5433  0.0655
H  -0.1147  1.4730  1.6265
H  2.1658  -1.1769  -0.8479
H  1.7642  -2.5992  0.0253
H  -1.3156  -1.2593  1.2567
H  -0.2696  -2.6262  1.3748
H  -2.2693  0.0026  -1.3921

* energy: -12699.5593 eV
* molecular weight: 129.12 g mol⁻¹
* energy above the lowest of the compared OMol25 structures with the same formula, charge and spin: 56.7 kcal/mol
* orbital gap (spin up / spin down): 6.94 / 6.95 eV
* net charge: +2

***

ORCA calculation (the ωB97M-V functional and the def2-TZVPD basis) on C7H15N2O6 as an isolated structure in a non-equilibrium geometry.

CARTESIAN COORDINATES (ANGSTROEM)
C  0.3147  3.8840  -0.2123
C  0.9628  2.8820  0.3079
C  1.1541  1.7196  -0.4634
C  1.7223  -1.3619  -1.0962
C  -1.9525  -1.0277  1.4813
C  1.5035  -0.6293  0.1293
C  -1.4705  -0.5517  0.1377
N  1.5604  -1.3496  1.3201
N  0.9329  -0.8570  -2.2275
O  0.7396  1.5464  -1.7295
O  -3.2748  -0.6322  1.6599
O  -2.0082  -2.4025  1.4493
O  -1.2873  0.8005  0.0323
O  -1.5356  -1.4203  -0.8372
O  1.7097  0.7272  0.3048
H  0.1056  4.7430  0.4642
H  -0.1584  3.6380  -1.1239
H  1.2177  2.7391  1.3832
H  1.4220  -2.5129  -0.9439
H  2.8142  -1.2814  -1.3443
H  -1.1427  -0.5871  2.2418
H  1.2857  -0.7333  2.0485
H  2.4244  -1.7572  1.5099
H  1.2795  -1.2265  -3.1452
H  0.9256  0.4622  -1.9846
H  -0.0424  -1.2361  -2.0964
H  -3.5374  0.1611  2.1739
H  -2.8843  -2.6969  1.8857
H  -1.1210  1.1644  -0.9669
H  -1.6597  -2.2040  -0.3584

* energy: -22755.3258 eV
* molecular weight: 223.21 g mol⁻¹
* orbital gap (spin up / spin down): 5.51 / 5.74 eV
* net charge: +1